# 1
Molecular formula: C6H12NO3PS2
Method: DFT, wB97M-V/def2-TZVPD

Results
M ... 241.3 g/mol
HOMO level (alpha / beta) ... -8.5 / -7.9 eV
Energy relative to the best compared isomer or geometry (same formula, charge and spin) ... 46.5 kcal per mole

```
! wB97M-V def2-TZVPD RIJCOSX def2/J DEFGRID3
* xyz 0 1
C 0.26 -2.69 0.11
C 1.45 -3.28 -0.17
C 2.00 -0.74 0.15
C 1.56 -4.77 -0.57
C -0.47 4.09 -1.49
C -2.84 1.97 1.59
N -0.59 -0.47 -0.71
O 0.53 1.86 1.66
O 0.17 3.30 -0.45
O -1.92 2.75 0.82
P -0.42 2.11 0.52
S 2.91 -2.29 -0.17
S 0.25 -0.98 0.49
H -0.74 -3.20 0.26
H 2.44 -0.31 1.07
H 2.03 -0.02 -0.64
H 0.52 -5.23 -0.40
H 2.22 -5.44 -0.01
H 1.60 -4.94 -1.69
H 0.39 4.56 -2.02
H -1.11 4.80 -1.08
H -0.87 3.46 -2.36
H -2.62 1.52 2.51
H -3.17 1.21 0.97
H -3.59 2.75 1.61
*
```

Results of the natural (NBO) charge analysis, in e, for atoms 1 through 6: -0.488 -0.121 -0.782 -0.658 -0.247 -0.262

=====

# 2
Molecular formula: C3H5FO2
Method: DFT, wB97M-V/def2-TZVPD

Results
M ... 92.1 g/mol
HOMO level ... -10.1 eV
Energy relative to the best compared isomer or geometry (same formula, charge and spin) ... 136.7 kcal per mole

```
! wB97M-V def2-TZVPD RIJCOSX def2/J DEFGRID3
* xyz 0 1
C 0.73 -0.71 0.04
C 0.18 0.66 -0.34
C -1.36 0.65 -0.10
H 2.44 0.20 0.55
H 0.50 -1.02 1.09
H -0.10 -1.71 -0.58
H -1.86 0.75 0.95
H -2.15 1.22 -0.91
O 2.17 -0.72 -0.34
O 0.98 1.55 -0.13
F -1.52 -0.89 -0.22
*
```

Results of the natural (NBO) charge analysis, in e, for atoms 1 through 6: -0.206 0.501 -0.080 0.457 0.217 0.243

=====

# 3
Molecular formula: C28H25ClN3OS6SiTi
Method: DFT, wB97M-V/def2-TZVPD

Results
M ... 723.3 g/mol
HOMO level (alpha / beta) ... -7.2 / -7.2 eV

```
! wB97M-V def2-TZVPD RIJCOSX def2/J DEFGRID3
* xyz 0 2
Ti -0.23 -0.27 0.11
Cl 4.29 -0.40 5.78
C 3.02 -0.25 4.60
C 1.70 -0.08 5.03
C 0.68 0.07 4.12
C 0.96 0.04 2.74
O 0.01 0.24 1.86
C 2.29 -0.21 2.31
C 2.64 -0.39 0.93
N 1.81 -0.50 -0.06
C 2.26 -0.66 -1.42
C 3.56 -0.53 -1.84
C 3.89 -0.72 -3.20
C 2.94 -1.04 -4.12
C 1.58 -1.16 -3.72
C 0.54 -1.48 -4.62
C -0.74 -1.58 -4.16
C -1.00 -1.36 -2.79
N -0.05 -1.06 -1.94
C 1.24 -0.96 -2.37
C 3.32 -0.32 3.26
H 1.50 -0.06 6.09
H -0.34 0.20 4.44
H 3.71 -0.49 0.73
H 4.34 -0.26 -1.15
H 4.93 -0.61 -3.50
H 3.19 -1.19 -5.16
H 0.77 -1.64 -5.66
H -1.56 -1.83 -4.82
H -2.00 -1.43 -2.39
H 4.34 -0.49 2.94
C -4.19 4.97 1.30
Si -3.23 4.39 -0.21
C -1.54 5.17 -0.17
C -4.15 4.87 -1.77
C -3.25 2.49 -0.13
C -4.47 1.89 0.15
C -4.62 0.51 0.29
C -3.49 -0.26 0.16
N -2.31 0.27 -0.15
C -2.16 1.61 -0.31
S -0.53 2.04 -0.79
H -4.26 6.06 1.30
H -3.68 4.66 2.21
H -5.21 4.58 1.33
H -1.67 6.26 -0.10
H -0.96 4.95 -1.06
H -0.96 4.84 0.69
H -4.28 5.95 -1.83
H -5.14 4.41 -1.81
H -3.60 4.55 -2.66
H -5.35 2.52 0.28
H -5.57 0.07 0.52
H -3.50 -1.34 0.29
C 0.36 -4.46 3.66
S -0.76 -5.51 2.70
C -0.24 -5.14 1.06
C -0.30 -3.95 0.42
S -0.95 -2.46 1.09
S 0.35 -3.98 -1.20
C 0.79 -5.64 -1.30
S 1.47 -6.31 -2.64
S 0.45 -6.48 0.17
H 0.02 -4.51 4.69
H 0.29 -3.43 3.32
H 1.38 -4.82 3.60
*
```

Results of the natural (NBO) charge analysis, in e, for atoms 1 through 6: 1.304 0.000 -0.087 -0.169 -0.256 0.391

=====

# 4
Molecular formula: C16H22NOS2
Method: DFT, wB97M-V/def2-TZVPD

Results
M ... 308.5 g/mol
HOMO level ... -11.4 eV
Energy relative to the best compared isomer or geometry (same formula, charge and spin) ... 0.0 kcal per mole

```
! wB97M-V def2-TZVPD RIJCOSX def2/J DEFGRID3
* xyz 1 1
C -2.07 0.78 -1.13
C -1.12 -0.25 -0.61
C -0.56 0.05 0.80
N -0.95 -0.37 1.98
C -0.22 0.18 3.18
C -1.03 0.08 4.47
O -2.42 0.32 4.18
C -2.98 -0.79 3.50
C -2.30 -1.04 2.14
H -2.82 0.22 -1.69
H -2.54 1.38 -0.36
H -1.57 1.46 -1.84
H -1.68 -1.19 -0.49
H 0.24 0.77 0.82
H 0.72 -0.36 3.29
H -0.02 1.24 2.98
H -0.88 -0.90 4.93
H -0.75 0.91 5.15
H -2.87 -1.71 4.09
H -4.03 -0.54 3.33
H -2.97 -0.66 1.34
H -2.19 -2.13 1.98
C 3.35 2.58 -1.77
C 2.38 2.60 -2.78
C 1.33 1.68 -2.70
C 1.24 0.78 -1.62
C 0.07 -0.37 -1.49
S 0.66 -1.86 -0.75
C 1.26 -2.64 -2.20
C 0.93 -1.99 -3.54
S -0.27 -0.67 -3.26
C 2.16 0.85 -0.57
C 3.23 1.76 -0.65
H 4.16 3.30 -1.81
H 2.42 3.30 -3.61
H 0.58 1.67 -3.50
H 2.32 -2.53 -1.93
H 0.87 -3.66 -2.08
H 1.80 -1.55 -4.03
H 0.48 -2.71 -4.24
H 2.06 0.20 0.31
H 3.93 1.80 0.21
*
```

Results of the natural (NBO) charge analysis, in e, for atoms 1 through 6: -0.623 -0.347 0.343 -0.270 -0.248 -0.092

=====

# 5
Molecular formula: C3H9NS
Method: DFT, wB97M-V/def2-TZVPD

Results
M ... 91.2 g/mol
HOMO level ... -9.2 eV
Energy relative to the best compared isomer or geometry (same formula, charge and spin) ... 35.0 kcal per mole

```
! wB97M-V def2-TZVPD RIJCOSX def2/J DEFGRID3
* xyz 0 1
C -1.54 3.72 0.24
N -1.12 3.60 1.43
H -1.22 3.18 -0.65
H -2.31 4.48 0.14
H -0.64 2.70 1.56
C 1.45 -2.32 0.13
C 0.32 -2.20 -0.89
S -0.91 -0.94 -0.38
H 1.24 -2.09 1.18
H 2.35 -1.74 -0.17
H 1.85 -3.35 0.24
H -0.10 -3.20 -0.87
H 0.68 -1.87 -1.86
H -0.03 0.03 -0.10
*
```

Results of the natural (NBO) charge analysis, in e, for atoms 1 through 6: -0.045 -0.593 0.152 0.159 0.327 -0.632

=====

# 6
Molecular formula: C44H46N7O3Se2TaTe
Method: DFT, wB97M-V/def2-TZVPD

Results
M ... 1187.4 g/mol
HOMO level (alpha / beta) ... -12.5 / -12.5 eV
Energy relative to the best compared isomer or geometry (same formula, charge and spin) ... 43.2 kcal per mole

```
! wB97M-V def2-TZVPD RIJCOSX def2/J DEFGRID3
* xyz 2 1
Ta 0.60 0.40 0.27
C 2.33 1.81 3.23
N 0.89 1.91 2.89
C 0.45 3.29 3.08
C 0.11 0.93 3.57
C -0.65 1.21 4.69
C -1.36 0.21 5.33
C -1.33 -1.09 4.83
C -0.60 -1.37 3.69
C 0.14 -0.37 3.08
N 0.99 -0.63 1.93
C 2.03 -1.61 2.12
C 2.24 -2.34 3.28
C 3.14 -3.40 3.30
C 3.87 -3.71 2.16
C 3.75 -2.89 1.05
C 2.86 -1.84 1.05
N 2.82 -0.86 -0.01
C 2.95 -1.48 -1.35
C 3.96 0.07 0.23
H 2.50 2.16 4.25
H 2.67 0.78 3.17
H 2.90 2.42 2.54
H 0.72 3.66 4.08
H 0.94 3.91 2.34
H -0.62 3.36 2.95
H -0.70 2.23 5.08
H -1.93 0.44 6.22
H -1.87 -1.89 5.33
H -0.59 -2.37 3.29
H 1.70 -2.10 4.19
H 3.27 -3.97 4.21
H 4.54 -4.56 2.15
H 4.39 -3.07 0.19
H 3.92 -1.98 -1.45
H 2.16 -2.20 -1.50
H 2.90 -0.70 -2.09
H 4.89 -0.49 0.23
H 4.00 0.81 -0.56
H 3.84 0.57 1.18
Se -3.29 1.69 2.47
Se -2.05 1.21 0.54
C -1.83 3.11 0.18
C -2.92 3.91 -0.12
C -2.68 5.26 -0.33
C -1.37 5.74 -0.25
C -0.36 4.83 0.02
N -0.58 3.53 0.23
C -3.71 -0.16 2.85
C -4.60 -0.46 3.87
C -4.89 -1.79 4.11
C -4.29 -2.77 3.34
C -3.39 -2.37 2.36
N -3.10 -1.09 2.12
H -3.92 3.50 -0.17
H -3.50 5.94 -0.55
H -1.15 6.79 -0.40
H 0.68 5.16 0.08
H -5.05 0.33 4.46
H -5.58 -2.07 4.90
H -4.51 -3.82 3.48
H -2.88 -3.11 1.74
C -0.15 2.18 -6.33
N -0.53 2.36 -4.92
N -0.42 1.35 -3.97
C -0.65 1.89 -2.72
O -0.70 1.21 -1.65
C -0.87 3.27 -2.93
C -0.78 3.51 -4.28
C -0.92 4.79 -5.04
C -0.39 -0.03 -4.37
C -1.47 -0.57 -5.05
C -1.41 -1.89 -5.47
C -0.27 -2.66 -5.20
C 0.81 -2.10 -4.53
C 0.75 -0.77 -4.12
H 0.40 1.25 -6.44
H 0.48 3.00 -6.64
H -1.03 2.14 -6.97
H -1.12 4.00 -2.18
H -1.41 5.54 -4.41
H -1.53 4.66 -5.94
H 0.05 5.18 -5.34
H -2.35 0.03 -5.24
H -2.24 -2.32 -6.01
H -0.23 -3.70 -5.52
H 1.70 -2.69 -4.33
H 1.58 -0.28 -3.63
Te -0.69 -1.53 -1.08
C -0.22 -3.48 -0.46
C 0.12 -3.84 0.84
C 0.39 -5.17 1.13
C 0.30 -6.13 0.13
C -0.05 -5.77 -1.17
C -0.32 -4.44 -1.47
H 0.18 -3.09 1.62
H 0.66 -5.45 2.14
H 0.50 -7.17 0.36
H -0.12 -6.52 -1.95
H -0.60 -4.15 -2.48
O 1.81 1.15 -1.47
C 2.20 2.23 -0.89
O 2.02 2.35 0.35
H 2.67 3.01 -1.48
*
```

Results of the Löwdin charge analysis, in e, for atoms 1 through 6: 1.580 -0.047 -0.211 -0.080 -0.247 -0.036